1.
{"formula": "C6H17BrIn2OP2S", "method": "ωB97M-V/def2-TZVPD", "species": ["C", "C", "C", "C", "C", "C", "In", "P", "S", "P", "O", "Br", "H", "H", "H", "H", "H", "H", "H", "H", "H", "H", "H", "H", "H", "H", "H", "H", "H", "In"], "coordinates": [[3.034, -2.494, -0.023], [3.469, -1.091, -0.823], [2.144, -0.097, -1.021], [2.149, 1.152, 0.044], [0.648, 1.817, 0.304], [-0.455, 0.725, 0.854], [-2.534, 0.948, -0.021], [-4.144, 0.033, 1.782], [-3.124, -0.093, 3.478], [-2.973, -0.410, -2.114], [-2.869, -2.101, -1.692], [-5.205, -0.130, -2.662], [2.134, -3.037, -0.537], [3.936, -3.248, 0.048], [2.723, -2.247, 1.097], [3.784, -1.445, -1.918], [4.340, -0.521, -0.280], [2.213, 0.361, -2.113], [1.188, -0.775, -0.981], [2.597, 0.879, 1.102], [2.809, 2.036, -0.387], [0.268, 2.459, -0.614], [0.812, 2.606, 1.185], [-0.566, 0.912, 2.027], [-0.063, -0.396, 0.767], [-3.016, 2.685, -0.293], [-5.290, 0.899, 1.895], [-4.477, -1.329, 1.364], [-3.743, -2.367, -1.257], [0.210, 4.270, 0.790]], "forces_ev_per_a": [[0.4, 0.5, 0.7], [-0.9, -1.0, -0.6], [0.8, 0.1, -0.5], [-0.2, 0.7, -0.2], [0.6, -1.5, 0.4], [1.1, -0.3, 1.3], [1.6, 2.1, 0.9], [-0.5, -1.8, 1.5], [-0.5, 0.5, -1.4], [-2.4, -3.9, 0.1], [-1.6, 3.4, 0.0], [2.2, -0.2, 0.6], [1.7, 1.1, 0.8], [-1.8, 1.6, -0.3], [0.6, -0.5, -2.3], [-0.4, 1.0, 2.5], [-1.7, -1.2, -1.2], [-0.3, -0.9, 2.3], [1.7, 1.5, 0.1], [-1.0, 0.3, -2.2], [-1.1, -1.9, 0.8], [0.7, -1.5, 1.2], [0.4, -3.2, -0.9], [0.2, -0.5, -2.6], [-0.7, 2.6, 0.0], [0.3, -0.9, 0.1], [0.5, -0.6, -0.4], [-0.2, 1.2, 0.1], [1.4, 0.1, -1.0], [-0.8, 3.0, -0.2]], "e_lumo_ev": -11.105, "e_homo_ev": -15.189, "total_charge": 2, "homo_lumo_gap_ev": 4.084}


2.
{"formula": "C6H17Mn2N3O16S2", "method": "ωB97M-V/def2-TZVPD", "species": ["Mn", "Mn", "N", "O", "O", "O", "N", "O", "O", "O", "N", "O", "O", "O", "O", "H", "O", "S", "O", "O", "C", "C", "C", "H", "H", "H", "H", "H", "H", "H", "H", "O", "S", "O", "O", "C", "C", "C", "H", "H", "H", "H", "H", "H", "H", "H"], "coordinates": [[2.083, -1.486, 0.398], [-0.881, -1.943, -1.693], [0.835, -4.268, -0.596], [1.102, -5.435, -0.835], [-0.253, -3.728, -0.974], [1.656, -3.552, 0.043], [2.131, -1.484, -2.759], [2.762, -0.953, -3.653], [0.949, -1.895, -2.924], [2.699, -1.571, -1.629], [1.034, -1.604, 3.555], [1.019, -0.697, 4.395], [1.630, -1.372, 2.451], [0.469, -2.671, 3.777], [0.161, -1.212, -0.150], [-0.207, -1.622, 0.648], [-2.416, -2.534, -0.377], [-3.670, -2.534, 0.363], [-4.117, -3.665, 1.119], [-3.824, -1.197, 1.310], [-2.930, -0.105, 0.978], [-3.074, 0.940, 2.044], [-5.022, -2.134, -0.822], [-3.252, 0.320, 0.019], [-1.877, -0.355, 0.851], [-4.000, 1.486, 2.203], [-2.288, 1.687, 1.872], [-2.704, 0.634, 3.027], [-4.859, -1.119, -1.179], [-6.000, -2.361, -0.418], [-4.786, -2.771, -1.678], [2.325, 0.810, 0.867], [1.966, 2.148, 0.444], [1.547, 3.087, 1.444], [3.206, 2.806, -0.379], [3.043, 4.144, -0.815], [4.422, 4.663, -1.250], [0.639, 2.066, -0.813], [2.443, 4.751, -0.134], [2.429, 4.191, -1.725], [4.659, 4.199, -2.205], [5.207, 4.457, -0.523], [4.431, 5.750, -1.332], [-0.173, 1.824, -0.129], [1.011, 1.299, -1.488], [0.473, 3.009, -1.322]], "forces_ev_per_a": [[-0.2, -0.1, 0.7], [2.0, -0.5, 0.6], [1.6, -0.4, 0.1], [-0.8, 1.2, 0.1], [-0.2, -1.3, -0.3], [-0.3, -0.7, 0.0], [1.5, 1.4, 0.3], [-0.9, -0.6, -0.1], [-0.8, 0.0, -0.1], [-0.4, -0.1, -0.1], [-0.8, 0.5, 1.9], [0.3, -0.2, -0.6], [0.5, -0.2, -1.2], [0.3, -0.1, -0.9], [-1.1, 1.1, 0.1], [-0.1, 0.1, -0.1], [-0.8, 0.4, 0.5], [-3.6, 1.0, 0.4], [1.2, 0.9, -0.5], [1.5, -2.0, -1.0], [-0.7, 1.2, -0.1], [1.6, 1.0, 1.1], [1.9, -0.5, -0.4], [-0.1, -0.1, -0.1], [-0.2, -0.6, 0.3], [-0.3, -0.4, -0.5], [-0.3, 0.2, -0.5], [-0.4, -0.7, -0.1], [-0.3, 0.2, 0.3], [0.1, 0.2, 0.3], [-0.3, -0.2, 0.1], [0.3, 0.9, -1.0], [-0.2, 1.3, -0.4], [0.2, -0.5, -0.3], [-0.8, -1.8, 1.0], [-0.1, 1.4, -1.3], [-0.3, 0.1, 0.7], [1.4, -0.3, 1.2], [0.7, -0.1, 0.6], [0.0, -0.5, 0.0], [0.3, 0.1, 0.0], [-0.1, -0.3, 0.0], [-0.3, 0.0, -0.3], [-0.4, -0.4, -0.6], [-0.6, -0.2, -0.1], [0.2, 0.1, 0.2]], "e_lumo_ev": [-1.766, -2.068], "e_homo_ev": [-8.626, -8.666], "s2": 30.0072, "multiplicity": 11, "e_above_lowest_kcal_mol": 15.6, "homo_lumo_gap_ev": [6.859, 6.597]}


3.
{"formula": "C6H17N2", "method": "ωB97M-V/def2-TZVPD", "species": ["C", "C", "C", "N", "H", "H", "H", "H", "H", "H", "H", "H", "C", "C", "C", "N", "H", "H", "H", "H", "H", "H", "H", "H", "H"], "coordinates": [[-1.357, 3.095, -0.463], [-0.497, 1.911, -0.168], [0.334, 1.754, 0.892], [-0.589, 0.819, -1.119], [-1.277, 3.845, 0.315], [-1.057, 3.516, -1.396], [-2.400, 2.784, -0.558], [0.958, 0.883, 0.991], [0.417, 2.532, 1.655], [-0.581, 1.161, -2.065], [-1.443, 0.321, -1.013], [0.339, 0.049, -0.857], [1.096, -2.087, 1.572], [0.649, -2.094, 0.118], [-0.873, -2.076, -0.014], [1.234, -0.916, -0.640], [0.617, -2.944, 2.128], [2.183, -2.198, 1.681], [0.762, -1.167, 2.075], [1.040, -3.017, -0.361], [-1.184, -2.010, -1.088], [-1.277, -2.999, 0.404], [-1.308, -1.226, 0.547], [1.503, -1.226, -1.583], [2.083, -0.641, -0.195]], "forces_ev_per_a": [[-0.2, -0.6, 0.7], [0.8, -0.2, 1.8], [-1.0, 0.8, -1.1], [1.2, 0.6, 1.1], [0.0, 0.1, 0.1], [0.2, 0.4, -0.9], [0.0, 0.1, 0.0], [-0.1, 0.0, 0.1], [0.0, -0.2, -0.3], [0.3, 0.2, -1.3], [-1.3, -0.6, 0.1], [-0.3, -0.1, -0.5], [-0.5, -0.5, 0.6], [0.3, -0.2, -0.5], [-0.1, 0.2, -0.4], [-0.5, -1.4, 0.1], [0.4, 0.8, -0.6], [-0.2, 0.1, -0.1], [0.2, -0.2, -0.1], [-0.3, 0.5, 0.2], [0.2, -0.1, 0.8], [-0.1, 0.0, 0.0], [0.2, -0.4, -0.3], [-0.2, 0.2, 0.0], [0.9, 0.4, 0.3]], "e_lumo_ev": [0.886, 0.673], "e_homo_ev": [-2.472, -10.064], "s2": 0.7504, "multiplicity": 2, "e_above_lowest_kcal_mol": 50.2, "homo_lumo_gap_ev": [3.357, 10.736]}


4.
{"formula": "C6H17N2", "method": "ωB97M-V/def2-TZVPD", "species": ["C", "C", "C", "C", "H", "H", "H", "H", "H", "H", "H", "H", "H", "H", "C", "C", "N", "N", "H", "H", "H", "H", "H", "H", "H"], "coordinates": [[1.620, -0.282, 1.151], [0.136, -0.292, 1.460], [-0.098, -0.082, 3.025], [-1.567, -0.066, 3.378], [2.071, 0.627, 1.563], [1.884, -0.254, 0.058], [2.163, -1.150, 1.560], [-0.366, -1.226, 1.110], [-0.411, 0.534, 0.991], [0.399, 0.836, 3.374], [0.419, -0.899, 3.539], [-2.073, 0.692, 2.737], [-1.662, 0.201, 4.448], [-2.034, -1.062, 3.214], [-0.292, 0.235, -1.699], [0.275, 0.402, -2.908], [1.295, 1.231, -3.277], [-1.291, -0.858, -1.515], [0.056, 0.688, -0.786], [-0.156, -0.165, -3.762], [1.942, 0.863, -3.981], [1.865, 1.672, -2.522], [-2.223, -0.537, -1.133], [-0.922, -1.594, -0.878], [-1.430, -1.322, -2.428]], "forces_ev_per_a": [[0.8, 0.2, -1.0], [-0.5, 0.1, 1.6], [0.6, -0.8, -1.3], [-0.3, 0.1, 0.1], [0.0, -0.1, 0.1], [-0.5, -0.2, 0.8], [-0.4, 0.3, 0.0], [0.4, 0.5, 0.5], [0.2, -0.1, 0.0], [-0.1, -0.1, -0.4], [-0.1, 0.0, 0.1], [0.1, -0.5, 0.6], [-0.3, -0.1, -0.5], [0.2, 0.7, 0.1], [0.2, -0.1, -0.6], [-1.1, -1.2, -0.1], [1.9, 1.0, 0.6], [0.4, 1.1, -0.2], [0.0, 0.1, -0.3], [0.4, 0.4, 0.7], [-0.7, 0.1, 0.2], [-1.0, -0.6, -0.8], [0.2, -0.1, -0.2], [0.0, -0.4, 0.2], [-0.4, -0.3, -0.2]], "e_lumo_ev": [0.699, 0.651], "e_homo_ev": [-3.465, -9.173], "s2": 0.7505, "multiplicity": 2, "e_above_lowest_kcal_mol": 51.1, "homo_lumo_gap_ev": [4.164, 9.824]}


5.
{"formula": "C6H17N2", "method": "ωB97M-V/def2-TZVPD", "species": ["C", "N", "C", "C", "C", "C", "C", "N", "H", "H", "H", "H", "H", "H", "H", "H", "H", "H", "H", "H", "H", "H", "H", "H", "H"], "coordinates": [[0.230, -1.893, 0.215], [0.592, -0.996, -0.968], [0.192, 0.430, -0.669], [-1.261, 0.788, -0.996], [-1.910, 1.506, 0.214], [-1.835, 2.994, 0.432], [1.564, -2.216, 0.962], [2.754, -1.603, 0.241], [-0.559, -1.347, 0.744], [-0.175, -2.903, -0.157], [0.071, -1.289, -1.787], [0.322, 0.479, 0.406], [1.014, 1.046, -1.119], [-1.770, 0.090, -1.639], [-1.173, 1.713, -1.789], [-2.969, 1.172, 0.089], [-1.565, 0.986, 1.126], [-2.581, 3.457, -0.215], [-0.810, 3.422, 0.307], [-2.211, 3.252, 1.445], [1.451, -1.597, 1.860], [1.647, -3.224, 1.307], [2.631, -1.650, -0.801], [2.688, -0.586, 0.353], [3.663, -2.031, 0.438]], "forces_ev_per_a": [[0.2, -1.2, -3.2], [-0.9, -0.4, 0.7], [1.4, -1.2, -0.5], [2.1, 5.1, -1.9], [-1.7, -2.8, 0.2], [0.0, 0.6, 0.1], [-1.3, 2.6, 1.2], [-0.5, -0.8, -1.4], [0.5, -0.6, 0.7], [0.3, 1.7, 0.4], [0.1, -0.2, 0.0], [0.1, 0.5, 0.4], [-1.1, -0.1, 0.1], [-0.6, -0.7, 0.7], [-0.1, -2.1, 1.5], [0.4, 0.7, 0.6], [-0.1, 0.1, -0.2], [0.5, 0.4, -0.4], [-0.9, -0.2, 0.0], [0.5, -0.3, -0.4], [0.6, -0.4, 0.2], [0.6, -0.7, -0.5], [-0.5, -0.3, 0.7], [0.6, -0.2, 0.5], [-0.2, 0.5, 0.6]], "e_lumo_ev": -3.387, "smiles": "CCCCNCC[NH3+]", "e_homo_ev": -13.326, "total_charge": 1, "e_above_lowest_kcal_mol": 50.8, "homo_lumo_gap_ev": 9.940}


6.
{"formula": "C6H17N2", "method": "ωB97M-V/def2-TZVPD", "species": ["N", "C", "C", "C", "C", "C", "N", "C", "H", "H", "H", "H", "H", "H", "H", "H", "H", "H", "H", "H", "H", "H", "H", "H", "H"], "coordinates": [[2.017, 1.190, -0.846], [0.536, 0.533, -0.621], [0.765, -0.930, -0.481], [0.976, -1.557, 1.003], [-0.435, -1.771, -1.142], [-0.138, 1.221, 0.570], [-1.542, 1.263, 0.442], [-2.293, 0.155, 1.123], [2.712, 0.915, -0.192], [1.856, 2.205, -0.804], [2.296, 0.946, -1.691], [0.017, 0.826, -1.531], [1.648, -1.226, -1.086], [-0.019, -1.739, 1.364], [1.451, -0.822, 1.640], [1.675, -2.440, 0.900], [-0.334, -1.826, -2.225], [-1.453, -1.403, -0.906], [-0.350, -2.836, -0.833], [0.153, 0.639, 1.468], [0.370, 2.258, 0.583], [-2.086, 1.848, -0.310], [-1.623, -0.721, 1.353], [-2.967, 0.526, 1.981], [-3.135, -0.221, 0.398]], "forces_ev_per_a": [[-4.0, 2.0, 4.1], [1.3, 0.5, 0.3], [-0.7, -3.4, -0.1], [1.2, 0.9, -2.4], [0.6, -0.1, 0.3], [1.3, 1.4, -0.6], [-2.3, 0.1, -0.5], [-2.5, 0.4, -1.3], [0.6, -0.3, 1.1], [0.5, -0.3, 0.0], [1.7, -1.4, -5.1], [0.1, -0.1, -0.2], [-0.4, 0.2, 0.3], [-0.1, -0.7, 0.5], [0.3, 0.0, 0.4], [-1.3, 0.8, 0.3], [0.0, 0.4, -0.1], [0.7, -0.1, 0.1], [-0.1, 0.8, 0.1], [-0.4, 0.9, -0.3], [-1.0, -1.0, 0.6], [1.9, -1.7, 2.2], [-0.9, 1.2, 0.1], [1.7, -0.6, -0.8], [1.7, 0.4, 1.1]], "e_lumo_ev": -3.341, "smiles": "CNC[C@@H]([NH3+])C(C)C", "e_homo_ev": -12.175, "total_charge": 1, "e_above_lowest_kcal_mol": 54.5, "homo_lumo_gap_ev": 8.834}


no.,molecular weight (u),calculated total energy (eV)
1,508.8,-118324.5913
2,561.2,-128028.5698
3,117.2,-9473.8889
4,117.2,-9473.8505
5,117.2,-9469.8301
6,117.2,-9469.6709